(1)
# C4H7FN2

One molecule with the formula C4H7FN2 in a non-equilibrium geometry (ωB97M-V with the def2-TZVPD basis set, the Open Molecules 2025 dataset).

The geometry in XYZ format:
```
14
C4H7FN2, DFT ωB97M-V with the def2-TZVPD basis set
H -2.2544 1.2826 -0.5670
N -1.1592 1.2508 -0.5696
C -0.8867 0.0331 -0.2989
N -1.8802 -0.9604 -0.0649
C 0.4663 -0.4133 -0.0151
C 1.2885 0.5579 0.9471
C 1.6958 0.3215 -0.5222
F 2.7296 -0.5574 -0.6510
H -1.7226 -2.0308 -0.0042
H -2.8836 -0.6932 -0.2938
H 0.5010 -1.4389 0.3258
H 0.7643 1.4364 1.1743
H 1.7697 -0.0200 1.7489
H 1.5715 1.2317 -1.2094
```

Values from the calculation:
* LUMO: 0.9 eV
* ΔE to the lowest compared entry with this formula, charge and spin: 1.305 eV
* Kohn-Sham gap: 10.17 eV
* E_HOMO: -9.283 eV
* DFT total energy: -9957.477 eV
* F_max: 0.060 hartree/bohr
* total charge: 0
* structure (SMILES): [H]/N=C(\N)[C@@H]1C[C@H]1F

=====

(2)
# C4H7FN2

C4H7FN2 as an isolated structure in a non-equilibrium geometry (ωB97M-V with the def2-TZVPD basis set, the Open Molecules 2025 dataset).

The geometry in XYZ format:
```
14
C4H7FN2, DFT ωB97M-V with the def2-TZVPD basis set
C -0.7047 -1.1651 -0.9906
C -0.1311 -1.3637 0.3500
C -0.3322 1.1799 -0.8911
C 1.3815 -0.0229 0.2765
N -0.7702 -0.0277 -1.5903
N 0.8522 1.2237 -0.0096
F 2.1021 -0.5621 -0.7382
H -1.0056 -1.9265 -1.5404
H -0.6624 -0.9197 1.2476
H 0.3517 -2.3920 0.3484
H -0.1524 1.9838 -1.6959
H -1.0855 1.5352 -0.2537
H 1.9137 -0.2562 1.2926
H 1.6318 1.7539 -0.4380
```

Values from the calculation:
* LUMO: 0.9 eV
* ΔE to the lowest compared entry with this formula, charge and spin: 2.531 eV
* Kohn-Sham gap: 10.07 eV
* E_HOMO: -9.128 eV
* DFT total energy: -9956.251 eV
* F_max: 0.112 hartree/bohr
* total charge: 0

=====

(3)
# C4H7FO

One molecule with the formula C4H7FO in a non-equilibrium geometry (ωB97M-V with the def2-TZVPD basis set, the Open Molecules 2025 dataset).

The geometry in XYZ format:
```
13
C4H7FO, DFT ωB97M-V with the def2-TZVPD basis set
C 1.2295 1.5757 -0.3290
O 0.9655 0.1808 -0.5657
C -0.3780 -0.1221 -0.3014
C -0.4827 -1.5772 -0.1584
C -0.8377 -0.6807 0.9821
F -2.1470 -0.4830 1.1158
H 2.2821 1.6316 -0.5636
H 0.6758 2.1423 -1.0784
H 1.0108 1.8436 0.7225
H -1.2312 0.3028 -0.8709
H 0.4850 -2.1020 -0.2059
H -1.2720 -2.1430 -0.6234
H -0.3001 -0.5688 1.8763
```

Values from the calculation:
* LUMO: 1.1 eV
* ΔE to the lowest compared entry with this formula, charge and spin: 1.957 eV
* Kohn-Sham gap: 10.88 eV
* E_HOMO: -9.758 eV
* DFT total energy: -9024.314 eV
* F_max: 0.041 hartree/bohr
* total charge: 0
* structure (SMILES): CO[C@H]1C[C@@H]1F

=====

(4)
# C4H7FO2

One molecule with the formula C4H7FO2 in a non-equilibrium geometry (ωB97M-V with the def2-TZVPD basis set, the Open Molecules 2025 dataset).

The geometry in XYZ format:
```
14
C4H7FO2, DFT ωB97M-V with the def2-TZVPD basis set
C -0.4220 -1.0355 -1.3884
O -1.4464 -0.7911 -0.5735
C -1.4343 -0.0661 0.5466
C -0.3521 0.5125 1.1648
F -0.6472 1.1146 2.3337
C 1.0407 0.3572 0.6929
O 1.4172 1.2045 -0.3855
H 0.1388 -0.0981 -1.8170
H -0.8420 -1.6240 -2.2523
H 0.4064 -1.6943 -1.1424
H -2.5624 0.2070 0.8156
H 1.7930 0.5081 1.5272
H 1.3129 -0.6746 0.2621
H 1.5974 2.0797 0.2163
```

Values from the calculation:
* LUMO: 0.7 eV
* ΔE to the lowest compared entry with this formula, charge and spin: 3.331 eV
* Kohn-Sham gap: 9.31 eV
* E_HOMO: -8.602 eV
* DFT total energy: -11070.750 eV
* F_max: 0.110 hartree/bohr
* total charge: 0
* structure (SMILES): CO/C=C(/F)CO

=====

(5)
# C4H7FO2

One molecule with the formula C4H7FO2 in a non-equilibrium geometry (ωB97M-V with the def2-TZVPD basis set, the Open Molecules 2025 dataset).

The geometry in XYZ format:
```
14
C4H7FO2, DFT ωB97M-V with the def2-TZVPD basis set
F 1.1012 1.3493 -1.1128
C -0.2630 1.4463 -0.8418
C -0.7459 0.2541 0.0109
C -0.2470 -1.1632 -0.4934
O 0.3701 -1.7459 0.5982
C 0.8482 -0.6553 1.3009
O -0.0852 0.3566 1.2416
H -0.4911 2.3939 -0.3008
H -0.8203 1.3834 -1.7717
H -1.8463 0.3013 0.2363
H -1.1370 -1.7719 -0.7809
H 0.4653 -0.9578 -1.3169
H 1.0557 -0.9140 2.3610
H 1.7952 -0.2766 0.8694
```

Values from the calculation:
* LUMO: 1.0 eV
* ΔE to the lowest compared entry with this formula, charge and spin: 1.296 eV
* Kohn-Sham gap: 10.85 eV
* E_HOMO: -9.887 eV
* DFT total energy: -11072.785 eV
* F_max: 0.052 hartree/bohr
* total charge: 0
* structure (SMILES): FC[C@H]1COCO1

=====

(6)
# C4H7FOS

A 2-piece molecular cluster, C4H7FOS overall in a non-equilibrium geometry (ωB97M-V with the def2-TZVPD basis set, the Open Molecules 2025 dataset).

The geometry in XYZ format:
```
14
C4H7FOS, DFT ωB97M-V with the def2-TZVPD basis set
C -3.1992 -1.2622 0.2222
C -2.8882 -0.0354 -0.0497
C 2.1545 0.3413 -0.7401
C -0.1202 0.8137 0.6023
O 0.3418 -1.5694 -0.2421
F -3.5181 0.9756 -0.6162
S 0.3557 -0.1918 -0.7392
H -4.1778 -1.6831 0.0021
H -2.4753 -1.9199 0.6693
H 2.5127 0.3843 0.2828
H 2.2086 1.3139 -1.2172
H 2.7128 -0.3948 -1.3105
H -0.4177 0.3300 1.5118
H -0.4086 1.8306 0.4225
```

Values from the calculation:
* LUMO (alpha / beta): -0.3 / -0.7 eV
* ΔE to the lowest compared entry with this formula, charge and spin: 5.468 eV
* Kohn-Sham gap (alpha / beta): 8.22 / 8.39 eV
* E_HOMO (alpha / beta): -8.554 / -9.065 eV
* DFT total energy: -19855.665 eV
* F_max: 0.029 hartree/bohr
* total charge: 0

=====

(7)
# C4H7FOS

One molecule with the formula C4H7FOS in a non-equilibrium geometry (ωB97M-V with the def2-TZVPD basis set, the Open Molecules 2025 dataset).

The geometry in XYZ format:
```
14
C4H7FOS, DFT ωB97M-V with the def2-TZVPD basis set
O 2.3726 -0.2728 -0.0863
C 1.0195 -0.2215 -0.4017
C -0.0232 -0.7560 0.7100
C -1.0479 0.4944 0.3710
S -2.8897 0.1559 -0.1356
C 0.1342 1.0604 -0.4985
F 0.6513 1.9874 0.3466
H 2.8483 -1.0515 -0.7028
H 0.6479 -0.6062 -1.2742
H -0.3271 -1.8136 0.7491
H 0.4121 -0.6431 1.6735
H -1.0585 1.1592 1.1930
H -2.4264 -1.1098 -0.6254
H -0.3131 1.6173 -1.3187
```

Values from the calculation:
* LUMO: 0.4 eV
* ΔE to the lowest compared entry with this formula, charge and spin: 2.603 eV
* Kohn-Sham gap: 9.68 eV
* E_HOMO: -9.260 eV
* DFT total energy: -19858.531 eV
* F_max: 0.089 hartree/bohr
* total charge: 0
* structure (SMILES): O[C@H]1C[C@H](S)[C@H]1F

=====

(8)
# C4H7FS

One molecule with the formula C4H7FS in a non-equilibrium geometry (ωB97M-V with the def2-TZVPD basis set, the Open Molecules 2025 dataset).

The geometry in XYZ format:
```
13
C4H7FS, DFT ωB97M-V with the def2-TZVPD basis set
F -2.6908 -0.9520 -0.1047
C -2.5409 0.3876 0.0997
C -1.1221 0.6874 -0.3789
C -0.0102 -0.1391 0.3787
C 1.3627 0.4524 0.2465
S 2.7868 -0.2505 -0.1377
H -3.2660 0.9806 -0.4696
H -2.6963 0.7056 1.1229
H -1.0004 0.4829 -1.4623
H -0.8729 1.8078 -0.2660
H -0.2065 -0.0466 1.4830
H 0.0793 -1.1938 0.2019
H 1.4546 1.5095 0.4598
```

Values from the calculation:
* LUMO: -0.1 eV
* ΔE to the lowest compared entry with this formula, charge and spin: 1.222 eV
* Kohn-Sham gap: 8.58 eV
* E_HOMO: -8.717 eV
* DFT total energy: -17813.120 eV
* F_max: 0.040 hartree/bohr
* total charge: 0
* structure (SMILES): FCCCC=S

=====

Copy entry 4 word for word.
# C4H7FO2

One molecule with the formula C4H7FO2 in a non-equilibrium geometry (ωB97M-V with the def2-TZVPD basis set, the Open Molecules 2025 dataset).

The geometry in XYZ format:
```
14
C4H7FO2, DFT ωB97M-V with the def2-TZVPD basis set
C -0.4220 -1.0355 -1.3884
O -1.4464 -0.7911 -0.5735
C -1.4343 -0.0661 0.5466
C -0.3521 0.5125 1.1648
F -0.6472 1.1146 2.3337
C 1.0407 0.3572 0.6929
O 1.4172 1.2045 -0.3855
H 0.1388 -0.0981 -1.8170
H -0.8420 -1.6240 -2.2523
H 0.4064 -1.6943 -1.1424
H -2.5624 0.2070 0.8156
H 1.7930 0.5081 1.5272
H 1.3129 -0.6746 0.2621
H 1.5974 2.0797 0.2163
```

Values from the calculation:
* LUMO: 0.7 eV
* ΔE to the lowest compared entry with this formula, charge and spin: 3.331 eV
* Kohn-Sham gap: 9.31 eV
* E_HOMO: -8.602 eV
* DFT total energy: -11070.750 eV
* F_max: 0.110 hartree/bohr
* total charge: 0
* structure (SMILES): CO/C=C(/F)CO